Entry one
72
Properties=species:S:1:pos:R:3 method="wB97M-V/def2-TZVPD" total_charge=0 smiles=BrCCBr.BrCCBr.BrCCBr.BrCCBr.BrCCBr.BrCCBr.BrCCBr.BrCCBr.BrCCBr gap_ha=0.3747
Br 11.49515 14.23532 12.86157
C 12.10316 12.93895 11.54751
C 13.63086 12.79385 11.59006
Br 14.30528 11.73456 10.17450
H 11.79132 13.36640 10.58198
H 11.56486 11.98262 11.70134
H 13.86119 12.28531 12.51693
H 14.29802 13.64678 11.50000
Br 12.56482 11.64514 15.67612
C 13.60729 10.00462 15.49957
C 14.94794 10.48984 14.77047
Br 16.29414 9.16610 14.68954
H 12.97238 9.54983 14.76023
H 13.86100 9.45935 16.39970
H 15.40277 11.35988 15.27908
H 14.62561 10.76867 13.75371
Br 7.12687 12.29384 15.01040
C 8.71242 11.47887 14.20386
C 8.45569 10.01103 14.17984
Br 9.78963 9.02505 13.16023
H 9.63892 11.60050 14.75402
H 8.90817 11.85373 13.23416
H 7.48599 9.71691 13.73940
H 8.47207 9.52339 15.14651
Br 15.02351 6.33888 9.30278
C 15.72270 8.11571 9.89487
C 15.57252 8.34926 11.34462
Br 13.72326 8.36771 12.02990
H 15.15127 8.69785 9.21685
H 16.75560 8.29412 9.55297
H 16.09067 9.28516 11.52783
H 16.00766 7.54589 11.92429
Br 13.13012 9.38061 5.48057
C 12.57960 8.63011 7.20329
C 11.28748 7.91713 7.21996
Br 11.08414 7.13814 8.92029
H 12.42514 9.51939 7.88629
H 13.44245 7.98285 7.49979
H 11.40109 7.14436 6.37267
H 10.50160 8.62046 7.03087
Br 6.46296 9.71136 10.92177
C 7.83992 10.81592 10.16623
C 8.81268 9.95792 9.44368
Br 10.14059 11.05480 8.46988
H 8.33724 11.35961 11.00205
H 7.49095 11.57433 9.42427
H 8.34214 9.38829 8.63715
H 9.46287 9.20762 9.87325
Br 16.78185 14.88891 8.87896
C 17.29544 15.74480 10.67280
C 17.53081 17.17866 10.38368
Br 17.92379 17.80256 12.28291
H 18.13043 15.24800 11.15386
H 16.38184 15.65176 11.22615
H 16.69623 17.76097 10.03223
H 18.38956 17.37436 9.78379
Br 13.21294 17.87653 11.66699
C 13.56725 17.89209 13.64422
C 12.36056 17.64062 14.57522
Br 12.68489 18.34695 16.32454
H 13.95428 18.91656 13.72902
H 14.41085 17.19059 13.72132
H 12.26086 16.55071 14.64622
H 11.42083 18.16794 14.23431
Br 17.62963 15.50991 17.53528
C 15.77872 15.47535 17.00484
C 15.54704 14.34819 15.94097
Br 16.04600 14.99084 14.07186
H 15.51781 16.46933 16.62986
H 15.08556 15.37148 17.88903
H 14.43919 14.05375 15.93706
H 16.21418 13.52248 16.06941

---

Entry two
72
Properties=species:S:1:pos:R:3 method="wB97M-V/def2-TZVPD" total_charge=0 gap_ha=0.2896
Br 0.00343 0.80926 5.63437
C -0.61775 0.50915 3.74462
C -1.62022 1.62208 3.38632
Br -0.84639 3.46363 3.16514
H -1.03361 -0.49742 3.70015
H 0.27524 0.51526 3.11961
H -2.40479 1.66925 4.14152
H -2.03140 1.38947 2.40401
Br 1.80457 -2.20890 1.39908
C 0.27992 -3.41779 1.33084
C -0.66176 -3.22102 0.14200
Br -2.20049 -4.45977 0.32525
H -0.33548 -3.22605 2.20983
H 0.55615 -4.46689 1.43663
H -0.16526 -3.51825 -0.78172
H -0.94640 -2.18859 -0.06086
Br -2.73867 -2.12881 -1.78548
C -3.46921 -1.83106 0.00622
C -4.38479 -2.99356 0.39591
Br -5.44141 -2.78681 2.03899
H -4.03963 -0.90810 -0.09805
H -2.61205 -1.74059 0.67345
H -3.80111 -3.87400 0.66472
H -5.06320 -3.27642 -0.40897
Br 5.97612 0.92729 -2.58139
C 4.58661 -0.09903 -1.49787
C 3.96616 0.82806 -0.47004
Br 5.05475 0.72081 1.15802
H 5.11496 -0.95803 -1.08429
H 3.96289 -0.51085 -2.29128
H 3.00317 0.43117 -0.14878
H 3.88536 1.86416 -0.79877
Br -0.16109 -1.39275 -6.06888
C -0.17847 -0.72911 -4.16328
C -1.05958 -1.70587 -3.39870
Br -0.54758 -1.20208 -1.55311
H -0.60609 0.26488 -4.03199
H 0.87015 -0.87129 -3.90201
H -0.63342 -2.70840 -3.43630
H -2.13181 -1.74609 -3.59054
Br 3.29035 1.11890 -3.22266
C 1.49101 1.81608 -3.79769
C 0.63832 2.25657 -2.63194
Br -1.38159 2.22795 -2.97511
H 1.18427 1.19566 -4.63976
H 1.78147 2.76173 -4.25538
H 0.83459 3.23130 -2.18528
H 0.75811 1.59308 -1.77549
Br -2.50143 2.03642 0.93819
C -2.66979 2.12375 -1.06381
C -3.35211 0.83761 -1.58677
Br -5.29410 0.90305 -1.10989
H -1.65298 2.33766 -1.39310
H -3.17155 3.06290 -1.29690
H -2.86274 -0.05836 -1.20485
H -3.33713 0.90006 -2.67488
Br 4.08113 3.00961 5.49780
C 3.58724 1.24634 4.62837
C 2.64053 1.44444 3.40035
Br 1.64470 -0.33916 3.03842
H 3.01571 0.78530 5.43391
H 4.47957 0.71432 4.29851
H 3.32640 1.62466 2.57257
H 1.96703 2.28282 3.57819
Br -1.55916 -0.88514 0.98366
C -0.27090 0.23220 -0.05929
C 0.70828 0.97406 0.92116
Br 2.08312 1.93131 -0.14755
H -0.92679 0.87083 -0.65096
H 0.39950 -0.40234 -0.63896
H 1.23337 0.18189 1.45490
H 0.22775 1.63770 1.64002

---

Entry three
72
Properties=species:S:1:pos:R:3 method="wB97M-V/def2-TZVPD" total_charge=0 smiles=BrCCBr.BrCCBr.BrCCBr.BrCCBr.BrCCBr.BrCCBr.BrCCBr.BrCCBr.BrCCBr gap_ha=0.3669
Br -1.61790 8.44201 -18.79762
C -0.10116 8.18779 -20.04872
C 0.96240 9.24903 -19.83947
Br 2.58821 8.84302 -20.88994
H -0.54642 8.23004 -21.03312
H 0.30148 7.19404 -19.87662
H 1.34601 9.19402 -18.82904
H 0.67678 10.21225 -20.24178
Br 1.89692 2.21582 -19.91411
C 3.44888 2.30151 -21.19137
C 2.82990 2.71357 -22.51907
Br 4.31710 2.75602 -23.79338
H 3.84924 1.29409 -21.24956
H 4.25582 2.94388 -20.85170
H 2.34884 3.68489 -22.52220
H 2.12857 1.92780 -22.78818
Br 0.19412 4.42211 -24.12917
C -1.56159 5.14532 -24.67196
C -2.02659 6.15703 -23.65062
Br -3.66323 7.02637 -24.36814
H -2.18998 4.26614 -24.80032
H -1.52249 5.56871 -25.67411
H -1.26914 6.92196 -23.53017
H -2.40617 5.72003 -22.73537
Br -0.95506 4.90933 -20.62930
C -1.64767 3.08362 -20.77150
C -2.12806 2.80539 -22.17258
Br -2.90360 0.98965 -22.17859
H -2.42952 3.01194 -20.02319
H -0.75934 2.52768 -20.50418
H -1.25888 2.81905 -22.82614
H -2.88736 3.48923 -22.53542
Br -7.16661 8.47153 -25.35959
C -6.01597 10.04047 -25.09714
C -6.70227 11.03952 -24.20420
Br -5.34487 12.41000 -23.80503
H -5.85173 10.44683 -26.09049
H -5.07073 9.70378 -24.68495
H -6.96536 10.53305 -23.27933
H -7.54226 11.54672 -24.66231
Br -5.29765 8.89485 -28.47472
C -5.14252 6.95434 -28.21893
C -3.90730 6.43872 -28.92363
Br -4.10636 6.68757 -30.87283
H -6.00438 6.39141 -28.56611
H -5.00397 6.76309 -27.15472
H -3.78484 5.36063 -28.86003
H -3.00061 6.94715 -28.60815
Br 5.10378 6.35108 -24.27569
C 3.12756 6.32180 -24.53073
C 2.71237 7.62091 -25.17682
Br 0.85584 7.51548 -25.84290
H 2.71630 6.16478 -23.53732
H 2.88674 5.42602 -25.09054
H 3.28492 7.80604 -26.07792
H 2.73635 8.43988 -24.46706
Br -2.91823 13.00373 -21.15850
C -2.40083 11.28707 -22.00487
C -1.08369 11.48615 -22.73305
Br -0.45229 9.74362 -23.34654
H -3.17752 11.02783 -22.71786
H -2.42491 10.55301 -21.20457
H -0.30892 11.92488 -22.10916
H -1.26404 12.21956 -23.51714
Br 2.39740 0.48646 -27.40441
C 1.91296 2.39722 -27.25864
C 3.03106 3.17507 -27.93501
Br 2.44923 5.05738 -28.08670
H 1.88761 2.60128 -26.19887
H 0.95170 2.60836 -27.71522
H 3.20713 2.85368 -28.95384
H 3.92063 3.13495 -27.31596

---

Preferred: entry three; penalty for the next structure: 32.1 kcal/mol.

---

Entry one
9
Properties=species:S:1:pos:R:3 method="wB97M-V/def2-TZVPD" total_charge=0 smiles="[H]/N=N/C.F" gap_ha=0.3663
C 1.00664 -0.65394 -0.35111
N -0.44009 1.10341 -0.31614
N 0.64309 0.62759 0.07515
F -2.52896 0.30956 0.56998
H 1.02205 -1.47995 0.49170
H 0.30561 -1.01543 -1.04791
H 2.03343 -0.60222 -0.87322
H -1.76457 0.40160 0.03429
H -0.58760 2.11482 0.06127

---

Entry two
9
Properties=species:S:1:pos:R:3 method="wB97M-V/def2-TZVPD" total_charge=0 smiles="[H]/N=N/C.F" gap_ha=0.3721
C 0.35607 -1.09337 0.40991
N -0.52588 0.54367 -0.84317
N -0.30154 -0.66798 -0.70611
F 0.00247 2.47849 0.80070
H 1.41479 -0.80148 -0.06291
H 0.37583 -0.70472 1.38699
H 0.19465 -2.18225 0.57742
H -0.32588 1.73000 0.09581
H -1.19052 0.69763 -1.65864

---

Preferred: entry one; penalty for the next structure: 9.8 kcal/mol.

---

Entry one
13
Properties=species:S:1:pos:R:3 method="wB97M-V/def2-TZVPD" total_charge=0 smiles="O=CC(=O)NC(O)O" gap_ha=0.3671
C 1.39082 -0.52633 0.00184
N -0.08636 -0.53871 -0.07736
C -0.80173 0.57986 0.13851
C -2.34725 0.29544 0.14514
O 1.83705 0.14939 1.09324
O 1.90650 0.06946 -1.14388
O -0.37813 1.69581 0.32235
O -2.88335 -0.59675 0.73955
H 1.61638 1.08940 0.96632
H 1.66524 -0.42689 -1.93292
H -0.71364 -1.36060 -0.07447
H 1.70802 -1.57491 0.10534
H -2.91353 1.14484 -0.28365

---

Entry two
13
Properties=species:S:1:pos:R:3 method="wB97M-V/def2-TZVPD" total_charge=0 smiles="O=C1COC1.O=NO" gap_ha=0.3848
C -0.44728 0.56388 -0.52523
C 1.01631 -0.45299 -1.65590
C 0.19981 -0.81494 -0.43529
N 0.06430 0.52796 2.25001
O 0.05227 1.67005 2.54090
O -1.18962 -0.06744 2.04569
O 0.40633 0.85935 -1.64417
O 0.07530 -1.81993 0.19768
H -1.51056 0.63260 -0.80381
H -0.45890 1.26276 0.27873
H 2.09554 -0.32701 -1.50290
H 0.68127 -1.10028 -2.46152
H -0.98478 -0.93401 1.71581

---

Preferred: entry one; penalty for the next structure: 96.9 kcal/mol.

---

Entry one
41
Properties=species:S:1:pos:R:3 method="wB97M-V/def2-TZVPD" total_charge=-3 s_squared=3.758 gap_ha="0.1708 / 0.2743" multiplicity=4
Ti -0.35861 0.12876 0.00503
C -1.36223 4.58197 1.25224
F -0.91376 5.05751 0.09216
F -0.31556 4.29466 2.01198
F -2.09068 5.54250 1.85453
S -2.45575 3.08836 1.01383
O -1.53370 1.97930 0.78207
O -3.24950 3.01677 2.22525
O -3.27926 3.45403 -0.11018
C 2.38622 -1.04723 -2.29765
F 3.30807 -1.52282 -3.15577
F 1.31275 -1.83824 -2.38532
F 2.87921 -1.15155 -1.06138
S 2.02909 0.74060 -2.68572
O 0.96983 1.10802 -1.73341
O 3.28279 1.40880 -2.46661
O 1.61075 0.72895 -4.06337
C -3.55415 -1.20510 -3.36484
F -3.60281 -2.16458 -2.43245
F -3.25801 -1.76814 -4.54009
F -4.79863 -0.70289 -3.45582
S -2.35688 0.21893 -2.98107
O -1.69496 -0.26937 -1.76279
O -1.55070 0.31778 -4.16060
O -3.20973 1.35613 -2.77340
C 2.99914 1.41195 3.29228
F 2.10495 1.85190 4.19226
F 4.20258 1.89491 3.64179
F 3.03163 0.07505 3.34889
S 2.53692 1.94479 1.56926
O 3.67716 1.60446 0.75899
O 1.33254 1.14108 1.36743
O 2.32313 3.37096 1.62847
Br -0.07363 -6.93117 3.33091
C 0.17934 -4.98125 2.68382
C -0.33572 -4.72710 1.34705
Br 0.08903 -2.59921 0.89964
H 1.24778 -4.78354 2.76048
H -0.25761 -4.40395 3.49357
H -1.40791 -4.91266 1.30474
H 0.15687 -5.30933 0.57381

---

Entry two
41
Properties=species:S:1:pos:R:3 method="wB97M-V/def2-TZVPD" total_charge=-3 s_squared=3.751 gap_ha="0.2069 / 0.2069" multiplicity=4
Ti 0.84252 0.48815 -0.74869
C 6.44220 -3.09570 0.57352
F 6.47894 -2.05626 1.40665
F 7.20409 -2.88121 -0.52122
F 6.76767 -4.29009 1.17149
S 4.63754 -3.35019 0.06793
O 3.91629 -3.91080 1.23449
O 4.05010 -2.06105 -0.35987
O 4.66440 -4.30049 -1.06027
C -4.62446 4.32687 -0.81085
F -5.92565 4.46258 -0.56374
F -4.32007 4.86605 -2.00177
F -3.99124 4.82235 0.18972
S -4.09578 2.49406 -0.81375
O -2.64824 2.43195 -0.47209
O -5.05713 1.72311 0.02249
O -4.29464 2.00780 -2.19393
C -1.79370 -2.70067 3.60820
F -1.40544 -1.43014 3.84629
F -0.92231 -3.51323 4.22553
F -3.02227 -2.77154 4.18716
S -1.84241 -3.10509 1.67564
O -0.80364 -2.29234 1.14958
O -1.58431 -4.56314 1.51810
O -3.15051 -2.76659 1.09479
C -0.35010 -3.24945 -6.03703
F -1.26807 -2.76415 -6.84612
F -0.17155 -4.57168 -6.27176
F 0.85698 -2.61516 -6.26962
S -0.80790 -2.97505 -4.14408
O -0.04506 -4.02109 -3.39501
O -0.48613 -1.58040 -3.73492
O -2.28253 -3.21047 -4.10688
Br 1.79364 3.62737 2.31729
C 1.02063 5.47339 2.36462
C 1.19141 6.14461 3.71482
Br 0.15253 7.80180 3.89676
H -0.02502 5.52095 2.06055
H 1.67844 5.95292 1.63975
H 2.24551 6.40804 3.80184
H 0.97525 5.52395 4.58439

---

Preferred: entry one; penalty for the next structure: 167.9 kcal/mol.